Entry 1:
The following is a quantum chemistry calculation of C45H53BrN3PSSeV as an isolated structure in a non-equilibrium geometry, from the OMol25 dataset.

CARTESIAN COORDINATES (ANGSTROEM)
V1 0.516 -0.213 0.608
Br1 -3.137 0.047 7.389
C1 -1.850 0.030 5.989
C2 -0.513 -0.166 6.291
C3 0.425 -0.188 5.275
C4 0.041 -0.015 3.938
C5 -1.319 0.173 3.671
C6 -2.262 0.199 4.678
N1 0.898 -0.028 2.841
C7 2.199 -0.133 2.990
C8 3.041 -0.188 1.861
C9 4.445 -0.191 2.005
C10 5.255 -0.187 0.905
C11 4.648 -0.192 -0.367
C12 3.283 -0.222 -0.456
N2 2.455 -0.228 0.617
H1 -0.207 -0.301 7.320
H2 1.459 -0.360 5.542
H3 -1.611 0.281 2.635
H4 -3.311 0.342 4.456
H5 2.683 -0.167 3.962
H6 4.860 -0.189 3.005
H7 6.331 -0.184 1.003
H8 5.244 -0.180 -1.269
H9 2.818 -0.251 -1.428
S1 0.671 1.036 -3.667
C13 0.813 -0.673 -3.700
C14 0.677 -1.237 -2.467
C15 0.474 -0.298 -1.410
C16 0.458 0.980 -1.936
C17 0.480 2.121 -1.065
C18 0.460 3.463 -1.455
C19 0.596 4.446 -0.499
C20 0.748 4.080 0.838
C21 0.733 2.740 1.157
N3 0.593 1.772 0.241
H10 0.958 -1.168 -4.649
H11 0.708 -2.310 -2.327
H12 0.345 3.703 -2.504
H13 0.591 5.491 -0.780
H14 0.866 4.822 1.614
H15 0.833 2.414 2.186
Se1 -0.268 -2.344 1.339
C22 -0.041 -4.041 0.486
C23 0.969 -4.271 -0.444
C24 1.134 -5.534 -0.994
C25 0.303 -6.577 -0.612
C26 -0.691 -6.355 0.330
C27 -0.864 -5.094 0.878
H16 1.635 -3.461 -0.715
H17 1.920 -5.708 -1.719
H18 0.439 -7.563 -1.039
H19 -1.333 -7.169 0.646
H20 -1.630 -4.915 1.623
C28 -5.907 -2.928 1.361
C29 -5.026 -2.279 2.428
C30 -4.254 -1.065 1.860
C31 -4.141 -1.139 0.330
C32 -3.792 -2.598 0.005
C33 -5.040 -3.471 0.212
P1 -2.882 0.071 -0.333
C34 -3.351 0.166 -2.160
C35 -2.773 -0.974 -3.002
C36 -3.128 -0.737 -4.467
C37 -4.646 -0.910 -4.675
C38 -5.412 -0.764 -3.355
C39 -4.854 0.365 -2.489
C40 -3.574 1.773 0.134
C41 -2.860 2.344 1.364
C42 -3.027 3.869 1.424
C43 -4.427 4.288 0.942
C44 -5.414 3.161 1.229
C45 -5.097 1.972 0.305
H21 -6.617 -2.188 0.983
H22 -6.497 -3.734 1.801
H23 -4.318 -3.026 2.796
H24 -5.639 -1.968 3.276
H25 -3.243 -1.077 2.274
H26 -4.741 -0.136 2.165
H27 -5.102 -0.902 -0.137
H28 -2.997 -2.911 0.683
H29 -3.409 -2.728 -1.003
H30 -4.732 -4.497 0.429
H31 -5.633 -3.500 -0.707
H32 -2.802 1.063 -2.471
H33 -3.169 -1.945 -2.710
H34 -1.703 -1.011 -2.857
H35 -2.578 -1.430 -5.108
H36 -2.815 0.275 -4.743
H37 -4.853 -1.898 -5.094
H38 -5.012 -0.173 -5.394
H39 -5.365 -1.699 -2.791
H40 -6.468 -0.575 -3.562
H41 -5.455 0.420 -1.583
H42 -4.992 1.315 -3.014
H43 -3.245 2.378 -0.722
H44 -1.803 2.096 1.320
H45 -3.271 1.888 2.268
H46 -2.267 4.348 0.803
H47 -2.868 4.206 2.452
H48 -4.414 4.464 -0.137
H49 -4.731 5.222 1.416
H50 -6.442 3.486 1.055
H51 -5.343 2.871 2.281
H52 -5.545 2.188 -0.665
H53 -5.580 1.075 0.697

electronic energy: -8569.83544 Eh
<S²>: 3.79
multiplicity: 4
energy relative to the best compared isomer or geometry (same formula, charge and spin): 0.0 kJ/mol



Entry 2:
The following is a quantum chemistry calculation of C45H53CaN10O4Se as an isolated structure, from the OMol25 dataset.

CARTESIAN COORDINATES (ANGSTROEM)
Ca1 -0.996 -0.955 0.284
O1 -0.982 -1.289 -1.926
C1 -1.127 -1.276 -3.207
C2 -0.783 -2.382 -4.023
C3 -0.896 -2.331 -5.397
C4 -1.361 -1.185 -6.044
C5 -1.720 -0.093 -5.270
C6 -1.631 -0.131 -3.883
C7 -2.012 1.043 -3.057
N1 -3.046 1.188 -2.340
C8 -4.059 0.137 -2.360
C9 -4.013 -0.810 -1.137
N2 -3.318 -0.247 0.021
C10 -3.849 0.751 0.600
C11 -3.324 1.501 1.732
C12 -4.005 2.689 2.038
C13 -3.657 3.512 3.088
C14 -2.590 3.113 3.903
C15 -1.909 1.948 3.646
C16 -2.223 1.080 2.552
O2 -1.543 0.015 2.374
H1 -0.399 -3.264 -3.524
H2 -0.605 -3.196 -5.983
H3 -1.439 -1.149 -7.123
H4 -2.090 0.810 -5.747
H5 -1.313 1.886 -3.042
H6 -3.997 -0.477 -3.263
H7 -5.022 0.653 -2.372
H8 -3.499 -1.730 -1.406
H9 -5.042 -1.069 -0.864
H10 -4.818 1.130 0.241
H11 -4.841 2.967 1.403
H12 -4.206 4.423 3.288
H13 -2.303 3.722 4.754
H14 -1.108 1.624 4.303
C17 -0.658 4.079 0.994
N3 0.447 3.263 1.467
C18 1.167 3.817 2.594
C19 0.487 1.925 1.143
N4 -0.069 1.410 0.110
N5 1.179 1.148 2.067
C20 1.322 -0.246 2.034
N6 1.321 -0.789 3.304
N7 1.471 -0.893 0.941
H15 -1.089 4.623 1.836
H16 -1.455 3.457 0.589
H17 -0.333 4.797 0.235
H18 1.349 4.876 2.402
H19 2.136 3.336 2.708
H20 0.592 3.738 3.527
H21 -0.479 2.112 -0.493
H22 1.149 1.506 3.007
H23 0.563 -0.410 3.861
H24 1.221 -1.806 3.265
H25 1.490 -1.897 1.134
O3 0.386 -3.471 2.823
C21 -0.704 -3.449 2.216
O4 -0.904 -3.170 1.010
C22 -1.947 -3.755 3.050
C23 -1.842 -4.583 4.198
C24 -2.951 -4.813 4.950
C25 -4.172 -4.189 4.593
C26 -5.371 -4.343 5.329
C27 -6.509 -3.692 4.943
C28 -6.500 -2.857 3.803
C29 -5.358 -2.696 3.072
C30 -4.167 -3.363 3.447
N8 -3.059 -3.179 2.682
H26 -0.875 -4.999 4.444
H27 -2.918 -5.454 5.824
H28 -5.369 -4.979 6.206
H29 -7.422 -3.811 5.513
H30 -7.407 -2.342 3.512
H31 -5.314 -2.059 2.197
C31 0.826 3.536 -4.793
C32 1.475 2.197 -5.137
C33 2.462 1.714 -4.080
C34 1.783 1.346 -2.766
N9 2.742 0.841 -1.799
C35 3.182 -0.446 -1.742
Se1 2.733 -1.767 -2.899
N10 4.022 -0.527 -0.667
C36 4.605 -1.748 -0.143
C37 6.115 -1.795 -0.363
C38 6.516 -1.998 -1.822
C39 6.224 -3.404 -2.333
C40 4.090 0.698 -0.032
C41 4.768 1.113 1.100
C42 4.661 2.455 1.452
C43 3.894 3.340 0.695
C44 3.182 2.910 -0.419
C45 3.289 1.575 -0.764
H32 0.199 3.894 -5.611
H33 1.587 4.297 -4.598
H34 0.193 3.469 -3.907
H35 1.999 2.295 -6.091
H36 0.710 1.430 -5.282
H37 3.221 2.486 -3.899
H38 2.979 0.821 -4.436
H39 1.027 0.572 -2.925
H40 1.293 2.201 -2.300
H41 4.096 -2.574 -0.638
H42 4.362 -1.797 0.921
H43 6.534 -2.598 0.252
H44 6.548 -0.862 0.012
H45 7.585 -1.787 -1.925
H46 5.991 -1.268 -2.445
H47 6.728 -4.155 -1.719
H48 6.569 -3.523 -3.362
H49 5.153 -3.608 -2.328
H50 5.365 0.426 1.685
H51 5.188 2.818 2.325
H52 3.846 4.382 0.985
H53 2.572 3.595 -0.994

electronic energy: -5674.49598 Eh
charge: -1
multiplicity: 1
energy relative to the best compared isomer or geometry (same formula, charge and spin): 0.0 kJ/mol